Record 1
Here is C20H34N5OSScSi2Te as an isolated structure at a distorted geometry from the OMol25 dataset. Energies are from wB97M-V/def2-TZVPD.

Values from the calculation:
F_max: 0.026 hartree/bohr
Spin multiplicity: 2
Highest occupied orbital energy (spin up / spin down): -8.292 / -10.114 eV
Charge: +1
Kohn-Sham gap (spin up / spin down): 5.10 / 6.93 eV
ΔE to the lowest compared entry with this formula, charge and spin: 41.57 kJ/mol
⟨S²⟩: 0.7623

```
65
Properties=species:S:1:pos:R:3:lowdin_charge:R:1
Sc 0.666 -0.226 -0.919 0.566
N -0.339 -2.731 -4.599 0.071
C 0.047 -2.156 -3.437 -0.873
S 0.522 -0.482 -3.509 0.597
N 0.020 -2.909 -2.378 -0.017
N 0.378 -2.310 -1.199 -0.185
C 0.364 -3.092 -0.129 -0.109
C 0.636 -2.526 1.136 -0.307
C 0.744 -3.321 2.295 -0.027
C 1.051 -2.738 3.496 -0.064
C 1.226 -1.340 3.546 -0.076
C 1.070 -0.615 2.394 -0.168
N 0.788 -1.159 1.194 -0.010
H -0.250 -2.231 -5.462 0.080
H -0.586 -3.705 -4.600 0.103
H 0.106 -4.140 -0.227 0.127
H 0.583 -4.387 2.209 0.121
H 1.154 -3.336 4.391 0.111
H 1.463 -0.843 4.476 0.104
H 1.161 0.468 2.422 0.112
O 2.543 0.334 -0.683 -0.232
N 3.676 -0.347 -0.757 -0.142
C 4.137 -0.740 -1.957 0.025
C 5.305 -1.460 -2.045 -0.004
C 6.010 -1.777 -0.892 -0.018
C 5.515 -1.348 0.331 -0.007
C 4.343 -0.631 0.375 0.023
H 3.527 -0.458 -2.804 0.125
H 5.659 -1.779 -3.014 0.127
H 6.924 -2.352 -0.947 0.124
H 6.027 -1.569 1.257 0.126
H 3.891 -0.261 1.283 0.144
C -5.247 -0.096 1.197 -0.182
Si -3.563 -0.136 2.038 0.414
C -2.665 -1.792 1.883 -0.172
C -3.707 0.350 3.848 -0.176
C -2.481 1.162 1.151 -0.542
Te -2.116 0.485 -0.857 1.310
C -2.142 2.413 -1.824 -0.544
Si -0.640 3.529 -1.510 0.438
C -1.058 5.192 -2.271 -0.172
C -0.220 3.665 0.327 -0.172
C 0.886 2.746 -2.312 -0.180
H -5.923 -0.850 1.603 0.036
H -5.162 -0.264 0.122 0.012
H -5.711 0.882 1.349 0.037
H -3.308 -2.617 2.193 0.043
H -1.775 -1.804 2.517 0.023
H -2.348 -1.995 0.856 0.003
H -4.396 -0.320 4.366 0.036
H -4.091 1.367 3.954 0.034
H -2.743 0.300 4.357 0.030
H -1.535 1.315 1.669 -0.005
H -2.993 2.122 1.074 0.021
H -3.078 2.887 -1.524 0.017
H -2.215 2.183 -2.889 0.015
H -1.917 5.644 -1.771 0.038
H -1.311 5.085 -3.328 0.038
H -0.219 5.886 -2.194 0.036
H -1.076 3.929 0.949 0.036
H 0.540 4.438 0.465 0.042
H 0.197 2.727 0.709 0.009
H 0.762 2.563 -3.380 0.039
H 1.132 1.791 -1.837 -0.065
H 1.761 3.384 -2.176 0.055
```

Record 2
Here is C20H34O3P2Zr as an isolated structure at a distorted geometry from the OMol25 dataset. Energies are from wB97M-V/def2-TZVPD.

Values from the calculation:
F_max: 0.208 hartree/bohr
Spin multiplicity: 1
Highest occupied orbital energy (spin up / spin down): -20.814 / -20.823 eV
Charge: +4
Kohn-Sham gap (spin up / spin down): 3.43 / 3.45 eV

```
60
Properties=species:S:1:pos:R:3:lowdin_charge:R:1
Zr 0.798 -0.264 0.011 1.128
C 0.441 1.289 -1.437 -0.109
O 0.250 2.155 -2.209 0.229
C 2.259 -1.782 -0.516 -0.003
O 3.057 -2.585 -0.808 0.285
C -0.403 -0.486 1.762 -0.041
O -1.042 -0.622 2.740 0.255
C -0.842 -1.333 -3.152 -0.514
P -1.244 -1.244 -1.336 1.003
H -3.568 -1.326 -1.797 0.127
H -0.813 -0.272 -3.457 0.101
C -1.645 -2.994 -0.866 -0.487
H -2.117 -3.354 -1.793 0.125
C -1.941 -2.049 -3.963 -0.050
H -2.962 -1.731 -3.723 0.084
H -1.873 -3.138 -3.837 0.104
H -1.782 -1.831 -5.029 0.131
C 0.524 -1.949 -3.466 -0.080
H 0.519 -3.036 -3.306 0.095
C -3.464 -0.054 -0.056 -0.092
H 1.363 -1.521 -2.904 0.043
H 0.724 -1.770 -4.534 0.125
C -3.020 0.663 -2.433 -0.072
H -3.366 1.032 0.071 0.059
H -4.531 -0.313 0.005 0.123
H -2.979 -0.520 0.807 0.033
C -2.936 -0.498 -1.429 -0.502
H -3.977 1.179 -2.288 0.121
H -2.963 0.334 -3.477 0.087
H -2.221 1.395 -2.255 0.062
C -2.666 -3.118 0.272 -0.061
H -2.328 -2.638 1.202 0.073
H -2.814 -4.187 0.476 0.122
H -3.640 -2.699 -0.007 0.093
C -0.416 -3.865 -0.589 -0.086
H 0.331 -3.840 -1.387 0.060
H -0.769 -4.905 -0.497 0.125
H 0.092 -3.606 0.352 0.078
H -2.658 3.339 0.308 0.022
H -2.412 3.458 1.006 0.031
C 2.406 3.162 0.347 -0.191
P 2.333 1.529 1.158 0.824
C 4.016 0.883 0.866 -0.216
C 2.449 2.066 2.908 -0.340
C 1.298 2.616 3.495 -0.076
C 1.393 3.251 4.737 0.006
C 2.610 3.284 5.426 0.056
C 3.745 2.701 4.853 0.029
C 3.667 2.075 3.606 -0.035
H 2.162 3.085 -0.719 0.040
H 3.420 3.559 0.497 0.095
H 1.684 3.825 0.840 0.083
H 4.722 1.713 1.004 0.096
H 4.208 0.085 1.593 0.076
H 4.124 0.456 -0.135 0.057
H 0.342 2.556 2.966 0.107
H 0.510 3.725 5.166 0.142
H 2.682 3.772 6.400 0.155
H 4.706 2.725 5.361 0.148
H 4.555 1.620 3.168 0.112
```

Record 3
Here is C20H35B2Br4CaIMgO6S as an isolated structure at a distorted geometry from the OMol25 dataset. Energies are from wB97M-V/def2-TZVPD.

Values from the calculation:
F_max: 0.093 hartree/bohr
Spin multiplicity: 1
Highest occupied orbital energy: -9.349 eV
Charge: +2
Kohn-Sham gap: 0.89 eV
ΔE to the lowest compared entry with this formula, charge and spin: 0.00 kJ/mol

```
71
Properties=species:S:1:pos:R:3:lowdin_charge:R:1
C -4.604 0.882 0.052 -0.049
C -4.009 0.449 -1.285 -0.301
C -2.514 0.740 -1.402 -0.427
I -2.107 0.323 -3.509 1.293
C -1.567 0.121 -0.383 -0.398
C -1.982 -1.103 0.429 -0.046
O -2.799 -2.134 -0.253 -0.033
C -2.746 -3.305 0.385 -0.273
C -2.548 -4.483 -0.342 0.058
C -2.448 -5.703 0.295 -0.024
C -2.532 -5.824 1.672 -0.074
C -2.758 -4.653 2.385 -0.323
C -2.871 -3.413 1.768 -0.019
O -1.662 1.121 0.633 -0.073
B -0.420 1.034 1.498 -0.517
O 0.458 0.103 0.720 -0.066
C -0.036 0.190 -0.618 -0.291
C 0.745 -0.924 -1.384 -0.100
C 0.002 -2.066 -2.075 -0.305
C 0.847 -3.345 -2.090 -0.582
S 2.277 -3.239 -3.182 0.748
B 0.546 1.616 -1.071 -0.687
O 1.875 1.848 -0.895 0.201
O -0.204 2.643 -1.576 -0.012
C 0.518 3.751 -2.116 -0.112
H -4.481 0.133 0.822 0.070
H -4.223 1.844 0.364 0.095
H -5.672 1.009 -0.104 0.087
H -4.507 1.029 -2.061 0.094
H -4.246 -0.584 -1.526 0.099
H -2.386 1.808 -1.271 0.115
H -2.556 -0.733 1.267 0.116
H -1.103 -1.585 0.845 0.150
H -2.473 -4.410 -1.415 0.136
H -2.278 -6.586 -0.298 0.129
H -2.451 -6.768 2.187 0.118
H -2.814 -4.668 3.458 -0.053
H -3.031 -2.523 2.361 0.125
H 0.051 2.080 1.899 0.084
H -0.783 0.394 2.521 0.076
H 1.363 -0.456 -2.148 0.111
H 1.451 -1.358 -0.681 0.129
H -0.947 -2.338 -1.616 0.079
H -0.200 -1.856 -3.120 0.045
H 1.107 -3.644 -1.079 0.079
H 0.229 -4.131 -2.517 0.058
H 3.161 -2.634 -2.385 -0.140
H 2.302 1.093 -0.476 0.112
H 1.200 3.398 -2.882 0.067
H -0.217 4.416 -2.557 0.084
H 1.032 4.305 -1.340 0.044
Ca -4.418 -4.802 3.931 1.502
C 4.017 1.112 4.049 -0.058
C 4.422 0.099 2.989 -0.495
C 4.969 0.791 1.748 -0.060
O 3.305 -0.716 2.639 -0.058
H 3.227 1.765 3.669 0.081
H 3.624 0.604 4.930 0.080
H 4.863 1.730 4.353 0.081
H 5.177 -0.575 3.395 0.138
H 4.202 1.437 1.307 0.071
H 5.252 0.055 0.994 0.078
H 5.842 1.401 1.983 0.080
H 2.622 -0.139 2.272 0.068
C 2.093 7.244 -2.002 -1.578
Br 3.477 6.193 -1.070 0.398
Br 0.475 7.279 -0.994 0.655
Br 2.734 8.993 -2.438 0.619
H 1.901 6.724 -2.930 -0.020
Br -0.389 1.739 -4.773 0.241
Mg 5.616 7.201 0.041 0.476
```

Record 4
Here is a 7-piece molecular cluster, C20H35BrNO24PS6 overall at a distorted geometry from the OMol25 dataset. Energies are from wB97M-V/def2-TZVPD.

Values from the calculation:
SMILES string: CC[C@H](Br)Pc1ccncc1.O=S1(=O)OCCO1.O=S1(=O)OCCO1.O=S1(=O)OCCO1.O=S1(=O)OCCO1.O=S1(=O)OCCO1.O=S1(=O)OCCO1
F_max: 0.027 hartree/bohr
Spin multiplicity: 1
Highest occupied orbital energy: -8.645 eV
Charge: 0
Kohn-Sham gap: 8.84 eV

```
88
Properties=species:S:1:pos:R:3:lowdin_charge:R:1
C 1.436 -1.641 2.933 -0.103
C 1.873 -0.186 3.208 -0.348
C 0.775 0.812 2.760 -0.874
Br 1.435 1.900 1.264 0.686
P 0.158 1.848 4.190 0.974
C -1.649 1.653 4.025 -0.431
C -2.381 2.034 2.897 -0.079
C -3.742 1.787 2.857 -0.141
N -4.458 1.213 3.830 0.070
C -3.740 0.868 4.897 -0.160
C -2.374 1.051 5.050 -0.094
H 2.294 -2.287 2.737 0.069
H 0.885 -2.043 3.787 0.073
H 0.778 -1.711 2.061 0.069
H 2.774 -0.002 2.622 0.071
H 2.078 -0.086 4.273 0.061
H -0.073 0.238 2.385 0.047
H 0.452 3.164 3.784 -0.053
H -1.893 2.516 2.061 0.079
H -4.289 2.068 1.960 0.098
H -4.288 0.385 5.705 0.103
H -1.875 0.715 5.953 0.093
O -1.464 1.543 -1.416 -0.234
S -2.656 2.274 -1.166 0.593
O -2.810 3.001 0.044 -0.223
O -3.907 1.329 -1.387 -0.214
C -4.788 1.878 -2.371 -0.149
C -3.879 2.667 -3.288 -0.148
O -2.922 3.264 -2.395 -0.184
H -5.509 2.526 -1.870 0.137
H -5.314 1.075 -2.882 0.137
H -4.403 3.440 -3.843 0.136
H -3.345 2.016 -3.982 0.133
O -2.981 -0.619 -2.465 -0.219
S -3.430 -1.907 -2.871 0.616
O -4.795 -2.274 -2.748 -0.206
O -2.512 -3.005 -2.173 -0.224
C -1.893 -3.827 -3.178 -0.167
C -1.763 -2.929 -4.388 -0.155
O -2.975 -2.162 -4.384 -0.182
H -2.546 -4.673 -3.381 0.124
H -0.933 -4.187 -2.818 0.141
H -1.678 -3.487 -5.317 0.136
H -0.919 -2.242 -4.297 0.131
O 2.500 1.056 6.460 -0.253
S 1.692 0.750 7.584 0.564
O 1.112 -0.532 7.762 -0.221
O 0.555 1.865 7.728 -0.221
C 0.638 2.501 9.010 -0.159
C 2.104 2.416 9.380 -0.163
O 2.509 1.124 8.910 -0.187
H 0.015 1.943 9.713 0.134
H 0.280 3.524 8.941 0.136
H 2.276 2.495 10.449 0.135
H 2.694 3.173 8.858 0.134
O 3.265 1.368 -5.278 -0.240
S 2.854 2.521 -4.548 0.589
O 3.353 3.805 -4.885 -0.215
O 3.096 2.235 -3.001 -0.185
C 1.865 2.386 -2.265 -0.169
C 0.787 2.028 -3.264 -0.152
O 1.267 2.584 -4.507 -0.181
H 1.782 3.425 -1.943 0.139
H 1.866 1.736 -1.394 0.052
H -0.179 2.444 -3.011 0.103
H 0.695 0.948 -3.386 0.137
O 8.301 0.427 -9.247 -0.225
S 7.866 1.567 -8.519 0.593
O 8.332 2.867 -8.841 -0.221
O 8.102 1.284 -6.963 -0.191
C 6.867 1.409 -6.240 -0.156
C 5.803 1.031 -7.245 -0.160
O 6.272 1.597 -8.481 -0.186
H 6.760 2.445 -5.915 0.136
H 6.876 0.756 -5.372 0.136
H 4.828 1.430 -6.990 0.104
H 5.734 -0.052 -7.369 0.137
O -3.086 -5.092 -1.186 -0.224
S -2.881 -4.959 0.212 0.618
O -2.853 -3.687 0.835 -0.194
O -1.557 -5.773 0.597 -0.185
C -1.851 -6.758 1.598 -0.158
C -3.299 -7.126 1.349 -0.159
O -3.921 -5.883 0.998 -0.177
H -1.715 -6.302 2.580 0.135
H -1.178 -7.605 1.495 0.135
H -3.783 -7.552 2.222 0.136
H -3.399 -7.812 0.505 0.134
```